1.
16
Properties=species:S:1:pos:R:3:forces:R:3 method="wB97M-V/def2-TZVPD" lumo_ev=0.6 mol_weight_da=141.2 e_tot_ha=-757.08153 orbital_gap_ev=9.68 spin_multiplicity=1 smiles=N#Cn1cccn1.CS
N 0.0788 -2.6473 0.5870 0.5 -0.3 0.3
C -0.5886 -1.7434 0.3687 -0.7 -0.1 -0.4
N -1.4389 -0.7666 0.0114 -0.2 1.2 -0.4
C -1.0772 0.4507 -0.5721 -0.3 -0.8 1.1
C -2.2402 1.1600 -0.6602 0.2 2.7 0.2
C -3.2710 0.3191 -0.0765 1.6 0.5 -2.1
N -2.7735 -0.8446 0.2501 -0.3 -0.5 0.6
H -0.0045 0.6086 -0.6502 -0.5 0.4 -0.4
H -2.3092 2.3101 -0.9262 0.0 -2.9 0.4
H -4.3079 0.5112 -0.2726 -0.4 -0.2 0.8
C 3.2133 0.3773 0.7725 -0.4 1.7 -4.3
S 3.0844 -0.8977 -0.5797 1.7 -0.6 0.6
H 2.5766 1.2092 0.3463 1.0 -0.5 1.1
H 4.2487 0.6823 0.9209 0.0 0.0 -0.6
H 2.8944 0.0388 1.6632 -1.6 -1.3 2.9
H 1.9148 -0.7679 -1.1827 -0.6 0.7 0.3



2.
22
Properties=species:S:1:pos:R:3:forces:R:3 method="wB97M-V/def2-TZVPD" lumo_ev=3.5 mol_weight_da=148.2 e_tot_ha=-838.52301 orbital_gap_ev=6.93 spin_multiplicity=1 charge=-1
C -0.3360 -0.1571 0.8884 1.7 0.8 1.1
C -1.0568 -1.4827 0.9875 -1.5 0.7 -2.6
S -2.3492 -1.5585 -0.4278 0.7 -0.2 1.1
N -1.0739 1.0549 1.3677 0.6 -1.0 -1.4
H 0.1032 0.0942 -0.1163 -0.4 -0.5 0.9
H 0.5241 -0.1987 1.6320 -0.4 -0.1 -1.0
H -1.5675 -1.5901 1.9148 -0.4 0.1 0.9
H -0.4150 -2.3283 0.8510 0.6 -0.4 0.1
H -1.1922 0.7800 2.3261 -1.5 0.5 0.4
H -1.9097 1.1862 0.7767 0.2 -0.4 1.0
H 0.8390 -2.5549 -2.2487 -0.6 0.1 -1.0
H 0.3723 -1.8085 -0.9585 0.1 -0.7 -0.7
O 1.0226 -2.4373 -1.3340 0.5 0.5 1.5
H 2.5699 1.8524 -0.5734 -0.1 0.0 0.5
H 2.3527 0.8708 -1.6966 -0.6 -0.6 -0.3
O 2.9604 1.5249 -1.3794 0.7 0.5 -0.1
H -0.9044 -0.3070 -1.7851 -0.7 -0.4 0.3
H -1.9590 0.1731 -2.7812 1.7 0.3 0.9
O -1.0344 0.3789 -2.4503 -1.1 0.4 -1.5
H 0.6621 1.8245 2.2806 -0.6 0.0 -0.4
H 1.0292 2.4390 0.9373 -1.1 0.1 -1.0
O 1.3626 2.2440 1.7894 2.2 0.4 1.4



3.
84
Properties=species:S:1:pos:R:3:forces:R:3 method="wB97M-V/def2-TZVPD" lumo_ev=2.1 mol_weight_da=869.8 e_tot_ha=-2975.02750 orbital_gap_ev=7.29 spin_multiplicity=1 charge=-1
Ba -0.6273 0.4833 0.1206 -0.1 0.0 -0.2
O -0.3157 2.9732 1.3751 0.0 -0.1 0.0
C -0.7302 4.1287 0.6418 0.0 0.0 0.0
C -1.9426 3.8574 -0.2287 0.0 0.0 0.0
N -1.7127 2.8665 -1.2746 0.0 0.0 0.0
C -2.9879 2.4619 -1.8557 0.1 0.0 -0.1
C -3.8351 1.5592 -0.9339 -0.1 0.0 0.0
O -5.0585 1.6086 -1.0754 0.0 0.0 0.0
O -3.1707 0.8050 -0.1553 0.0 -0.1 0.1
C -0.7450 3.3268 -2.2672 0.0 -0.1 0.0
C 0.7283 3.0079 -1.9124 -0.1 0.1 0.0
O 1.5714 3.8702 -2.1637 0.0 -0.1 0.0
O 0.9133 1.8460 -1.4258 0.2 0.0 0.0
H -0.7567 2.9275 2.2297 0.0 0.0 0.0
H 0.1270 4.4343 0.0410 0.0 0.0 0.0
H -0.9638 4.9463 1.3301 0.0 0.0 0.0
H -2.2642 4.8175 -0.6706 0.0 0.0 0.0
H -2.7597 3.4979 0.4032 0.0 0.0 0.0
H -2.7715 1.8477 -2.7339 0.0 0.0 0.0
H -3.5918 3.3165 -2.1921 0.0 0.0 0.1
H -0.8451 4.3982 -2.4864 0.0 0.0 0.0
H -0.9335 2.7815 -3.1965 0.0 0.0 0.0
N 2.7978 0.5013 3.4054 0.0 0.0 0.0
C 1.8682 -0.1145 2.6207 -0.1 0.0 0.0
S 0.2314 -0.0757 3.1513 0.0 0.1 0.1
N 2.3961 -0.6868 1.5438 0.0 0.0 -0.1
N 1.4833 -1.3148 0.7746 0.0 0.0 0.0
C 1.9079 -1.9107 -0.2821 0.0 0.0 0.0
C 3.3369 -1.9453 -0.7000 0.0 0.0 0.0
C 4.2221 -2.8784 -0.1693 0.0 0.0 0.0
C 5.5423 -2.9109 -0.5920 0.0 0.0 0.0
C 5.9921 -2.0049 -1.5440 0.0 0.0 0.0
C 5.1179 -1.0605 -2.0625 0.0 0.0 0.0
C 3.7952 -1.0315 -1.6424 0.0 0.1 0.0
C 0.8929 -2.6147 -1.1035 0.0 0.0 0.0
C 1.2701 -3.6017 -2.0160 0.0 0.0 0.0
C 0.2900 -4.3105 -2.6868 0.0 0.0 0.0
C -1.0426 -4.0160 -2.4441 0.0 0.0 0.0
C -1.3280 -2.9896 -1.5580 0.0 0.0 0.0
N -0.3961 -2.2978 -0.9115 0.0 0.0 0.1
H 2.4502 1.1555 4.0822 0.0 0.0 0.0
H 3.6924 0.6766 2.9762 0.0 0.0 0.0
H 3.8692 -3.5740 0.5823 0.0 0.0 0.0
H 6.2236 -3.6419 -0.1740 0.0 0.0 0.0
H 7.0233 -2.0277 -1.8739 0.0 0.0 0.0
H 5.4664 -0.3383 -2.7905 0.0 0.0 0.0
H 3.1186 -0.2739 -2.0228 0.0 0.0 0.0
H 2.3194 -3.8081 -2.1771 0.0 0.0 0.0
H 0.5636 -5.0839 -3.3938 0.0 0.0 0.0
H -1.8429 -4.5411 -2.9468 0.0 0.0 0.0
H -2.3544 -2.6889 -1.3710 0.0 0.0 0.0
C -3.5647 -1.5907 -6.6088 0.0 0.0 0.0
Si -3.7907 -0.1628 -5.4109 0.0 0.0 0.0
C -4.3894 -0.8114 -3.7646 0.0 0.0 0.0
C -5.0300 1.0601 -6.1048 0.0 0.0 0.0
C -2.1283 0.6998 -5.2412 0.0 0.0 0.0
Te -0.8368 -0.3753 -3.9231 0.0 0.0 0.0
C 0.9629 0.6649 -4.4435 0.0 0.0 0.0
Si 1.9808 -0.2272 -5.7287 0.0 0.0 0.0
C 0.9968 -0.3531 -7.3229 0.0 0.0 0.0
C 3.5619 0.7352 -6.0377 0.0 0.0 0.0
C 2.4164 -1.9561 -5.1487 0.0 0.0 0.0
H -4.4912 -2.1560 -6.7334 0.0 0.0 0.0
H -2.7959 -2.2773 -6.2464 0.0 0.0 0.0
H -3.2546 -1.2309 -7.5931 0.0 0.0 0.0
H -5.3262 -1.3581 -3.9042 0.0 0.0 0.0
H -4.5817 -0.0183 -3.0371 0.0 0.0 0.0
H -3.6708 -1.5057 -3.3189 0.0 0.0 0.0
H -5.9990 0.5832 -6.2706 0.0 0.0 0.0
H -4.6907 1.4763 -7.0562 0.0 0.0 0.0
H -5.1820 1.8859 -5.4063 0.0 0.0 0.0
H -2.2389 1.7162 -4.8596 0.0 0.0 0.0
H -1.6376 0.7479 -6.2157 0.0 0.0 0.0
H 1.4877 0.8296 -3.4991 0.0 0.0 0.0
H 0.6485 1.6552 -4.7826 0.0 0.0 0.0
H 0.7267 0.6350 -7.7037 0.0 0.0 0.0
H 0.0761 -0.9193 -7.1597 0.0 0.0 0.0
H 1.5714 -0.8658 -8.0981 0.0 0.0 0.0
H 3.3478 1.7454 -6.3932 0.0 0.0 0.0
H 4.1905 0.2391 -6.7816 0.0 0.0 0.0
H 4.1386 0.8285 -5.1145 0.0 0.0 0.0
H 1.5153 -2.5401 -4.9498 0.0 0.0 0.0
H 3.0118 -1.9289 -4.2327 0.0 0.0 0.0
H 2.9993 -2.4787 -5.9121 0.0 0.0 0.0